DFT (ωB97M-V with the def2-TZVPD basis set) results for a 11-piece molecular cluster, C48H57F12N5O8 overall.

The largest force on an atom is 6.08 eV Å⁻¹. As for the LUMO energy (alpha / beta): -0.12078 / -0.26511 hartree. The total energy is -3936.98586 Ha. The spin multiplicity is 2. As for the total charge: +1. The frontier orbital gap (alpha / beta) comes out at 0.2403 / 0.0959 Eh.

Structure (XYZ):
```
130
Properties=species:S:1:pos:R:3:forces:R:3
N 4.155429 5.328463 0.296951 -2.020 -0.925 0.579
C 2.981509 4.920473 -0.319719 2.451 0.337 -1.564
C 2.130279 4.391813 0.616241 -2.195 -1.185 1.413
C 2.666499 4.494103 1.878431 1.108 0.739 -1.183
C 3.951479 5.074643 1.611851 1.504 0.809 0.470
H 5.028839 5.551023 -0.158819 -0.076 0.218 0.088
H 2.955119 4.942253 -1.399179 -0.444 -0.002 0.014
H 1.196209 3.899653 0.388871 -0.125 0.214 -0.163
H 2.291199 4.259853 2.863671 -0.076 -0.142 -0.230
H 4.758499 5.385303 2.258851 -0.174 -0.291 0.472
N -1.749011 2.189333 -3.030799 0.677 0.133 -0.324
C -0.469661 2.449033 -2.625749 0.714 -0.238 0.259
C 0.245089 2.964373 -3.702969 -0.141 0.211 1.093
C -0.652211 3.093533 -4.765659 -0.629 -0.579 -0.133
C -1.857091 2.569043 -4.323029 -0.045 0.476 -1.660
H -2.446031 1.665003 -2.521559 0.035 0.190 0.029
H -0.150421 2.196243 -1.625459 -0.006 -0.050 0.014
H 1.283899 3.256623 -3.746059 0.027 0.008 0.295
H -0.389511 3.457923 -5.747809 -0.340 -0.057 0.025
H -2.733971 2.420893 -4.935829 -0.118 0.006 0.443
N 0.455729 -0.595307 -0.587469 1.637 1.055 0.095
C -0.873801 -0.448187 -0.521129 -1.504 -0.734 -1.334
C -1.197531 0.507703 0.372811 -0.311 0.916 0.998
C 0.013689 1.017063 0.916351 0.924 -0.622 -1.067
C 1.033849 0.343583 0.230481 -0.442 0.395 1.210
H 0.995869 -0.968477 -1.354989 -0.413 -0.429 -0.086
H -1.535771 -0.974897 -1.192529 0.087 -0.161 0.067
H -2.187601 0.843663 0.643521 0.153 -0.278 -0.145
H 0.121999 1.753473 1.698891 0.034 -0.047 -0.030
H 2.105689 0.392643 0.353541 -0.024 0.001 -0.075
N -0.049321 -4.643517 2.638081 0.537 -0.959 1.658
C -0.686191 -3.508997 3.045481 -0.121 0.556 -0.999
C -1.156381 -2.889547 1.890481 0.314 -0.944 0.853
C -0.802151 -3.735877 0.797871 -0.063 -0.329 0.417
C -0.139691 -4.866697 1.319351 -0.674 1.934 -1.605
H 0.533589 -5.226597 3.221461 -0.416 0.075 0.168
H -0.752071 -3.222667 4.084751 0.118 -0.078 -0.133
H -1.743281 -1.982947 1.886191 0.121 -0.043 -0.224
H -1.087541 -3.471847 -0.209719 0.221 -0.478 -0.122
H 0.284389 -5.746797 0.858921 -0.028 0.174 0.007
N 1.082909 -0.164147 -3.762789 -0.761 -1.484 -1.129
C 2.105859 -0.987527 -4.142809 0.164 -0.417 0.909
C 1.614889 -2.290097 -4.263029 0.779 1.137 -0.648
C 0.188169 -2.243307 -4.174329 1.476 1.854 0.516
C -0.079141 -0.889017 -3.878569 -0.987 -0.850 0.200
H 1.136559 0.827423 -3.578349 -0.242 -0.071 -0.236
H 3.063939 -0.509317 -4.283509 0.246 -0.592 0.150
H 2.266119 -3.120037 -4.494309 -0.310 -0.081 -0.095
H -0.421161 -3.114717 -4.363399 -0.349 0.456 0.152
H -1.028551 -0.388417 -3.758519 0.056 -0.047 0.131
C -6.544661 2.395463 -1.727539 0.478 -1.209 0.360
C -5.990321 3.632633 -1.531339 0.200 0.205 -0.019
C -4.703791 3.753573 -1.021119 -0.132 -0.585 0.224
C -3.943081 2.601113 -0.764289 -0.817 0.561 -0.268
C -4.485261 1.320743 -0.986219 0.286 1.249 -0.456
C -5.781221 1.228003 -1.480199 -0.604 0.648 -0.104
H -7.589991 2.355303 -1.995979 0.023 -0.347 -0.353
H -6.573931 4.493223 -1.823189 0.026 0.260 0.313
H -4.392811 4.750173 -0.744559 0.568 -0.012 -0.196
H -2.926371 2.744063 -0.429229 0.073 -0.209 0.203
H -3.828261 0.472923 -0.859929 -0.294 -0.272 0.095
H -6.237281 0.277153 -1.713189 0.080 -0.193 0.165
C 1.434099 -0.799347 3.586121 0.697 1.115 -0.084
C 1.793949 0.412363 4.262401 -1.205 -2.001 -2.269
C 2.853909 0.414123 5.084331 2.240 -0.337 2.059
C 3.665589 -0.737727 5.323881 -2.099 -1.111 -1.654
C 3.283319 -1.917437 4.611311 1.260 1.335 -0.898
C 2.268109 -1.917707 3.632691 -1.156 1.007 1.857
H 0.547399 -0.769227 2.970281 0.055 -0.210 -0.209
H 1.295659 1.322763 3.963621 -0.393 0.066 0.491
H 3.025469 1.325963 5.637071 0.482 0.155 0.065
H 4.520609 -0.803687 5.980381 -0.113 0.393 0.130
H 3.950279 -2.766167 4.576481 0.060 -0.234 0.599
H 1.942709 -2.810897 3.120111 0.318 -0.098 -0.167
C -7.329311 0.744373 5.903651 -0.937 0.036 -0.298
C -6.055951 1.524063 5.932801 0.381 -0.092 -1.016
O -5.527501 1.287043 4.576061 1.695 0.257 -0.891
C -4.345181 1.845853 4.258181 0.426 1.202 4.521
O -3.664291 2.502083 5.078001 -1.742 -1.773 -2.990
C -3.869131 1.553903 2.844091 0.323 -1.160 -0.680
F -2.563501 1.178013 2.857581 -0.837 -0.277 0.448
F -4.613471 0.591633 2.237981 0.785 0.531 0.603
F -3.908821 2.622353 2.087651 -0.381 1.010 -0.253
H -7.251401 -0.341617 5.852171 0.503 0.063 0.330
H -7.800131 1.010003 4.957141 -0.387 0.127 0.134
H -7.996301 1.019533 6.720661 0.068 -0.026 0.008
H -5.331421 1.197823 6.678931 0.049 0.228 -0.126
H -6.224581 2.600943 5.931481 -0.010 -0.072 0.642
C -3.717661 -3.777457 -1.673659 0.135 -0.225 -1.491
C -2.981721 -3.605437 -3.064989 0.518 -0.883 3.217
O -3.707081 -2.827377 -3.948239 -1.500 2.869 -2.561
C -3.814161 -1.459117 -3.862589 1.541 -1.526 2.309
O -3.392151 -0.820347 -2.912489 -0.594 -0.676 -1.775
C -4.565331 -0.729517 -5.010619 -0.266 0.784 -1.545
F -3.904711 0.392533 -5.400469 0.234 -0.777 0.733
F -4.800221 -1.400037 -6.143379 0.487 -0.627 0.662
F -5.744251 -0.321317 -4.568839 -0.403 -0.081 0.698
H -3.825661 -2.798377 -1.206929 0.321 -0.229 0.322
H -3.195321 -4.536037 -1.090709 0.306 0.479 0.275
H -4.719821 -4.193877 -1.775469 -0.099 0.107 -0.423
H -2.755051 -4.570827 -3.517459 -0.656 0.049 -0.335
H -1.984871 -3.217167 -2.856119 -0.093 0.641 -0.065
C 5.551419 1.898613 2.603921 -0.647 -0.231 -0.053
C 5.292649 0.563513 1.795721 1.469 0.304 3.707
O 4.848749 0.852003 0.572231 -0.105 1.080 -5.984
C 5.764149 1.085613 -0.445539 0.599 1.619 1.493
O 6.947949 1.353723 -0.342619 -2.456 -1.160 0.039
C 5.034179 1.335623 -1.791119 -1.015 -1.130 -1.183
F 3.689979 1.014183 -1.757889 1.678 -0.048 -0.024
F 5.045839 2.642973 -2.127039 0.430 -0.253 0.333
F 5.650699 0.633523 -2.781619 -0.959 0.953 1.246
H 6.029579 1.823723 3.580581 0.279 -0.513 -0.231
H 4.596209 2.363153 2.848611 -0.486 -0.286 -0.045
H 6.046829 2.689713 2.041041 0.537 -0.446 -0.335
H 4.464359 0.005873 2.232831 0.255 -0.070 0.533
H 6.161509 -0.085537 1.686551 0.226 0.108 0.569
C 3.871759 -4.337377 0.906681 0.575 1.548 -0.824
C 3.141669 -3.444787 -0.188769 0.571 -1.030 -0.008
O 3.761789 -3.670367 -1.481509 1.530 0.614 -0.879
C 4.821599 -2.914837 -1.825699 -0.490 0.478 1.434
O 5.418719 -2.112007 -1.126419 -1.110 -1.087 -0.889
C 5.282669 -3.157327 -3.284329 -0.122 1.635 0.851
F 6.530889 -3.572027 -3.188039 0.484 -0.989 -0.538
F 4.496639 -3.963867 -3.967179 0.385 -0.330 -0.168
F 5.341689 -1.958577 -3.913589 -0.376 -0.442 -0.029
H 4.797549 -3.868497 1.240101 -0.200 0.905 0.212
H 4.386709 -5.190057 0.464131 -1.139 -0.636 -0.225
H 3.294169 -4.527027 1.811411 -0.206 -0.295 -0.410
H 3.147489 -2.360237 -0.079999 0.109 -0.097 0.799
H 2.128299 -3.754867 -0.443769 -0.061 -0.115 0.735
```
Positions in Å, forces in eV/Å.

Atom charges from the Löwdin analysis, given in e for atoms 1 to 4:
1. N 0.121
2. C 0.042
3. C -0.011
4. C 0.048